Run P
The following is a quantum chemistry calculation of an isolated molecule of C6H11NO, from the Open Molecules 2025 dataset.

Each line ends with the Mulliken charge.
CARTESIAN COORDINATES (ANGSTROEM)
O (1.40, 1.38, 1.10)  -0.622
N (1.04, -0.40, -0.42)  -0.003
C (2.05, -1.29, 0.07)  -0.863
C (-0.99, -1.48, 0.57)  -1.246
C (-0.40, -0.63, -0.54)  0.052
C (-0.44, 1.11, -0.63)  0.235
C (-1.34, 2.21, -0.14)  -1.404
C (0.84, 0.89, 0.15)  0.299
H (2.07, -2.18, -0.56)  0.307
H (-1.69, -0.92, 1.19)  0.311
H (-0.70, -0.98, -1.53)  0.372
H (-0.27, -1.92, 1.26)  0.324
H (1.88, -1.55, 1.11)  0.323
H (3.01, -0.77, 0.00)  0.287
H (-2.30, 2.21, -0.67)  0.363
H (-1.51, 2.16, 0.94)  0.318
H (-1.53, -2.34, 0.14)  0.325
H (-0.88, 3.18, -0.35)  0.335
H (-0.24, 1.31, -1.69)  0.287

Properties
- SMILES string: C[C@H]1C(=O)N(C)[C@H]1C
- LUMO: 0.03269 hartree
- HOMO: -9.177 eV

---

Run Q
The following is a quantum chemistry calculation of a cluster of 3 separate species, C6H11NO in total, from the Open Molecules 2025 dataset.

Each line ends with the Mulliken charge.
CARTESIAN COORDINATES (ANGSTROEM)
O (-0.96, 3.44, 0.23)  -0.529
N (-1.80, 0.77, 0.48)  -0.518
C (-0.89, -2.36, -0.28)  -0.861
C (-0.51, 0.60, 0.17)  0.095
C (0.69, 0.37, -0.02)  0.823
C (0.03, 2.90, -0.22)  -0.198
C (2.11, 0.34, -0.33)  -1.347
C (0.05, -1.63, 0.63)  -0.878
H (-0.29, -1.50, 1.66)  0.370
H (-0.94, -3.43, -0.04)  0.318
H (-1.91, -1.98, -0.21)  0.274
H (-2.44, 0.42, -0.21)  0.226
H (-0.57, -2.29, -1.33)  0.270
H (2.43, 1.31, -0.72)  0.344
H (1.07, -1.99, 0.60)  0.413
H (0.88, 3.57, -0.55)  0.223
H (2.31, -0.41, -1.10)  0.325
H (2.71, 0.10, 0.55)  0.314
H (-1.97, 1.76, 0.69)  0.337

Properties
- LUMO (alpha / beta): 0.03364 / 0.02918 hartree
- HOMO (alpha / beta): -6.700 / -5.860 eV

---

Run R
The following is a quantum chemistry calculation of an isolated molecule of C6H11NO, from the Open Molecules 2025 dataset.

Each line ends with the Mulliken charge.
CARTESIAN COORDINATES (ANGSTROEM)
O (-0.74, 1.58, 0.10)  -0.429
N (-0.80, -1.42, 0.54)  -0.339
C (0.31, -0.58, 0.20)  0.443
C (1.56, -1.37, -0.07)  -1.345
C (0.35, 0.80, 0.20)  0.651
C (-2.01, 1.05, 0.13)  -0.551
C (1.60, 1.57, -0.08)  -1.320
C (-1.59, -0.98, -0.54)  -0.581
H (2.39, 1.33, 0.64)  0.329
H (2.16, -0.97, -0.88)  0.327
H (1.99, 1.38, -1.09)  0.267
H (-2.28, 0.60, 1.08)  0.281
H (1.38, 2.64, -0.02)  0.376
H (-1.18, -1.31, 1.47)  0.306
H (2.18, -1.40, 0.83)  0.308
H (-1.25, -1.29, -1.52)  0.246
H (1.31, -2.40, -0.32)  0.379
H (-2.67, -1.02, -0.49)  0.344
H (-2.71, 1.80, -0.19)  0.308

Properties
- LUMO: 0.03652 hartree
- HOMO: -7.788 eV

---

Relative energies, kcal/mol: run P 0.0; run Q 131.0; run R 67.9.

---

Run P
The following is a quantum chemistry calculation of the ion C3H6NO2S with charge -1, from the Open Molecules 2025 dataset.

Each line ends with the Mulliken charge.
CARTESIAN COORDINATES (ANGSTROEM)
S (1.62, 0.02, 0.11)  0.924
O (2.67, 0.24, 1.15)  -0.684
O (1.84, -0.92, -1.02)  -0.654
N (1.38, 1.58, -0.71)  -0.478
C (-1.16, -0.54, -0.04)  -0.246
C (0.17, -0.50, 0.94)  -0.512
C (-2.44, -0.87, 0.28)  -0.805
H (2.03, 2.41, -0.66)  0.185
H (0.84, 1.39, -1.59)  0.224
H (-2.90, -0.91, 1.18)  0.343
H (-0.90, -0.77, -1.03)  0.241
H (-0.08, -0.08, 1.95)  0.249
H (-3.08, -1.06, -0.57)  0.212

Properties
- SMILES string: C=CC=[S@@](N)(=O)[O-]
- LUMO: 0.14242 hartree
- Charge: -1
- HOMO: -2.761 eV

---

Run Q
The following is a quantum chemistry calculation of the ion C3H6NO2S with charge -1, from the Open Molecules 2025 dataset.

Each line ends with the Mulliken charge.
CARTESIAN COORDINATES (ANGSTROEM)
S (0.10, 0.96, -1.44)  0.480
O (1.28, 1.92, -1.13)  -0.667
O (0.42, -0.09, -2.35)  -0.561
N (-1.13, -0.55, 0.49)  -0.583
C (-2.19, 0.16, 0.49)  -0.329
C (0.08, 0.02, 0.39)  -0.082
C (1.41, -0.85, 0.41)  -1.137
H (1.47, -1.33, 1.38)  0.376
H (-3.15, -0.36, 0.42)  0.262
H (1.44, -1.77, -0.34)  0.214
H (2.24, -0.26, 0.16)  0.365
H (0.13, 0.89, 0.96)  0.412
H (-2.11, 1.26, 0.56)  0.249

Properties
- LUMO: 0.14955 hartree
- Charge: -1
- HOMO: -3.113 eV

---

Run R
The following is a quantum chemistry calculation of the ion C3H6NO2S with charge -1, from the Open Molecules 2025 dataset.

Each line ends with the Mulliken charge.
CARTESIAN COORDINATES (ANGSTROEM)
S (0.15, 2.46, -0.13)  0.459
O (-0.43, 3.24, -1.26)  -0.583
O (-0.53, 2.88, 1.14)  -0.624
N (0.10, 0.91, -0.49)  -0.343
C (-0.14, -0.40, 0.35)  0.384
C (-1.20, -1.00, -0.54)  -1.014
C (1.11, -1.25, 0.44)  -1.089
H (-0.73, -1.52, -1.37)  0.228
H (2.10, -0.74, 0.72)  0.247
H (1.13, -1.80, -0.47)  0.239
H (1.07, -2.04, 1.15)  0.342
H (-2.15, -0.65, -0.81)  0.375
H (-0.48, -0.09, 1.28)  0.380

Properties
- LUMO (alpha / beta): 0.12920 / 0.13591 hartree
- Charge: -1
- HOMO (alpha / beta): -3.340 / -4.108 eV

---

Run S
The following is a quantum chemistry calculation of a cluster of 2 separate species, C3H6NO2S in total, from the Open Molecules 2025 dataset.

Each line ends with the Mulliken charge.
CARTESIAN COORDINATES (ANGSTROEM)
S (3.07, 0.03, -0.12)  -0.447
O (-1.09, -2.72, 0.15)  -0.709
O (1.15, -2.59, 0.07)  -0.434
N (-0.08, -0.74, -0.35)  -0.469
C (-1.33, -0.03, -0.39)  -0.835
C (1.58, 0.58, 0.35)  -0.300
C (-0.10, -2.02, -0.02)  0.661
H (1.81, -1.89, -0.05)  0.231
H (-1.76, 0.11, 0.62)  0.243
H (-1.16, 0.95, -0.83)  0.269
H (-2.06, -0.57, -0.99)  0.325
H (1.25, 0.42, 1.37)  0.293
H (1.13, 1.40, -0.19)  0.173

Properties
- LUMO: 0.13524 hartree
- Charge: -1
- HOMO: -4.122 eV

---

Relative energies, kcal/mol: run P 62.7; run Q 28.0; run R 81.8; run S 0.0.

---

Run P
The following is a quantum chemistry calculation of an isolated molecule of C2H4N2OS, from the Open Molecules 2025 dataset.

Each line ends with the Mulliken charge.
CARTESIAN COORDINATES (ANGSTROEM)
S (0.14, 2.42, 0.82)  -0.254
O (1.80, -1.50, -0.25)  -0.525
N (-1.39, 0.03, -0.29)  -0.726
N (-0.08, -0.15, 0.00)  0.352
C (0.68, 0.91, 0.55)  -0.203
C (0.62, -1.27, -0.45)  0.140
H (-1.49, 0.95, -0.74)  0.261
H (1.66, 0.53, 0.91)  0.311
H (-1.94, -0.03, 0.52)  0.246
H (-0.01, -1.90, -1.07)  0.398

Properties
- SMILES string: NN(C=O)C=S
- LUMO: -0.01552 hartree
- HOMO: -9.287 eV

---

Run Q
The following is a quantum chemistry calculation of an isolated molecule of C2H4N2OS, from the Open Molecules 2025 dataset.

Each line ends with the Mulliken charge.
CARTESIAN COORDINATES (ANGSTROEM)
S (3.63, -0.22, -0.07)  -0.263
O (1.27, 0.84, -0.05)  -0.268
N (-0.68, -0.40, -0.09)  -0.140
N (-2.05, -0.44, 0.07)  -0.571
C (-0.10, 0.71, 0.02)  0.139
C (2.03, -0.24, 0.16)  -0.031
H (-0.59, 1.70, 0.16)  0.324
H (1.45, -1.14, 0.50)  0.305
H (-2.51, 0.40, -0.24)  0.246
H (-2.44, -1.22, -0.46)  0.260

Properties
- SMILES string: N/N=C/OC=S
- LUMO: 0.00520 hartree
- HOMO: -8.890 eV

---

Run R
The following is a quantum chemistry calculation of a structure of composition C2H4N2OS, from the Open Molecules 2025 dataset.

Each line ends with the Mulliken charge.
CARTESIAN COORDINATES (ANGSTROEM)
S (1.55, -1.39, 1.00)  -0.185
O (-1.12, 1.95, -2.37)  -0.397
N (-0.01, -0.83, 1.49)  -0.319
N (-1.41, 1.06, -1.16)  -0.255
C (-0.26, 0.69, -0.52)  -0.005
C (-0.62, -0.19, 0.57)  -0.028
H (-2.03, 2.27, -2.43)  0.365
H (-1.65, -0.01, 0.97)  0.309
H (2.17, -1.28, 2.66)  0.168
H (0.79, 1.07, -0.85)  0.348

Properties
- LUMO: -0.01727 hartree
- HOMO: -8.904 eV

---

Relative energies, kcal/mol: run P 0.0; run Q 20.2; run R 92.7.

---

Run P
The following is a quantum chemistry calculation of an isolated molecule of ClH3N2OS, from the Open Molecules 2025 dataset.

Each line ends with the Mulliken charge.
CARTESIAN COORDINATES (ANGSTROEM)
Cl (2.49, -0.71, 0.11)  -0.239
S (0.74, 0.67, 0.07)  0.829
O (1.04, 1.74, -0.86)  -0.515
N (0.03, 0.91, 1.36)  -0.465
N (-0.16, -0.30, -0.85)  -0.472
H (-0.69, -0.88, -0.28)  0.291
H (-0.76, 0.32, -1.35)  0.300
H (0.54, 1.49, 1.94)  0.272

Properties
- SMILES string: N=[S@@](N)(=O)Cl
- LUMO: -0.02916 hartree
- HOMO: -10.873 eV

---

Run Q
The following is a quantum chemistry calculation of a cluster of 2 separate species, ClH3N2OS in total, from the Open Molecules 2025 dataset.

Each line ends with the Mulliken charge.
CARTESIAN COORDINATES (ANGSTROEM)
Cl (1.87, -1.47, -1.93)  -0.027
S (0.00, 0.45, 1.47)  0.365
O (-0.96, -0.38, 2.23)  -0.458
N (0.70, -1.31, -0.74)  -0.223
N (-0.67, 1.51, 0.39)  -0.469
H (0.06, 2.17, 0.05)  0.293
H (-1.08, 1.10, -0.35)  0.256
H (0.07, -2.08, -1.11)  0.262

Properties
- LUMO (alpha / beta): -0.00344 / -0.05524 hartree
- HOMO (alpha / beta): -10.186 / -7.757 eV

---

Relative energies, kcal/mol: run P 0.0; run Q 50.8.

---

Run P
The following is a quantum chemistry calculation of an isolated molecule of C4H7NOS, from the Open Molecules 2025 dataset.

Each line ends with the Mulliken charge.
CARTESIAN COORDINATES (ANGSTROEM)
S (1.97, -1.70, -0.02)  -0.301
O (0.55, 0.51, -0.05)  -0.321
N (-0.76, -1.30, -0.13)  -0.372
C (1.93, 1.17, 0.06)  -0.748
C (0.54, -0.84, 0.03)  0.453
C (-1.73, -0.56, 0.68)  -0.169
C (-1.57, -0.31, -0.69)  -0.313
H (-2.62, -1.15, 0.97)  0.245
H (-2.30, -0.76, -1.34)  0.245
H (1.61, 2.19, -0.33)  0.240
H (2.50, 0.69, -0.79)  0.423
H (2.29, 1.24, 1.11)  0.256
H (-1.02, 0.57, -1.04)  0.200
H (-1.40, 0.24, 1.54)  0.162

Properties
- SMILES string: COC(=S)N1CC1
- LUMO: 0.02111 hartree
- HOMO: -8.653 eV

---

Run Q
The following is a quantum chemistry calculation of a structure of composition C4H7NOS, from the Open Molecules 2025 dataset.

Each line ends with the Mulliken charge.
CARTESIAN COORDINATES (ANGSTROEM)
S (0.90, -1.89, -0.08)  -0.418
O (-0.29, 1.90, -0.07)  -0.442
N (-0.33, 0.56, -0.40)  0.107
C (-1.80, -0.03, -0.12)  -0.024
C (0.79, -0.22, -0.27)  0.644
C (-2.16, -1.32, 0.07)  -0.699
C (2.09, 0.43, -0.04)  -1.386
H (2.85, -0.30, 0.18)  0.395
H (2.05, 0.69, 1.03)  0.431
H (-2.52, 0.90, -0.08)  0.274
H (2.54, 1.23, -0.86)  0.229
H (-1.34, -2.29, -0.46)  0.163
H (0.38, 1.85, 0.94)  0.381
H (-3.18, -1.53, 0.15)  0.345

Properties
- LUMO: 0.00414 hartree
- HOMO: -8.060 eV

---

Relative energies, kcal/mol: run P 0.0; run Q 69.0.